(1)
Below is a molecular structure, C20H27ClF3LiN4O4STe, with properties calculated with ωB97M-V/def2-TZVPD.

Output
Total charge ... -2
Calculated total energy ... -74336.8355 eV
Relative energy (zero: lowest compared OMol25 entry of this formula, charge and spin) ... 3.9 kcal/mol
LUMO energy ... 3.77 eV
HOMO-LUMO gap ... 3.428 eV
Molecular weight ... 646.5 g/mol
HOMO level ... 0.341 eV

Last column: natural (NBO) charge in e.
Element x y z (Å)
Li  1.05890  1.57402  -3.51755  0.773
C  -2.87751  -0.11166  2.26776  -0.618
C  -1.78828  -1.17077  2.47268  -0.040
C  -2.48071  -2.53964  2.45937  -0.616
C  -1.16168  -0.96561  3.85585  -0.617
C  -0.72415  -1.07596  1.31593  0.276
O  -1.42766  -1.02472  0.08129  -0.718
C  0.22254  -2.29291  1.33381  -0.422
C  1.21980  -2.43215  0.17257  -0.434
C  2.61642  -1.90342  0.40210  -0.031
C  3.28813  -2.07441  1.61502  -0.209
C  4.58778  -1.62521  1.79363  -0.240
C  5.22461  -0.99633  0.73948  -0.038
Cl  6.86353  -0.42555  0.96150  -0.040
C  4.58549  -0.80735  -0.47798  -0.236
C  3.28728  -1.26753  -0.63877  -0.121
C  0.00620  0.26865  1.45463  -0.240
N  0.86667  0.66200  0.36507  -0.228
C  0.69632  0.61995  -0.96012  0.263
N  1.64565  1.30854  -1.54675  -0.582
C  2.35094  1.83456  -0.52574  0.160
N  1.93258  1.45978  0.66042  -0.331
H  -3.67296  -0.27658  2.99708  0.189
H  -3.30150  -0.17046  1.26793  0.249
H  -2.51382  0.90319  2.41262  0.212
H  -3.32756  -2.52040  3.14681  0.203
H  -1.82318  -3.34764  2.77747  0.198
H  -2.87329  -2.77882  1.47083  0.212
H  -1.92633  -1.11191  4.62181  0.200
H  -0.76855  0.04078  3.98003  0.215
H  -0.35764  -1.67347  4.05761  0.200
H  -1.56654  -1.91236  -0.26223  0.470
H  -0.40846  -3.18532  1.31765  0.202
H  0.74213  -2.31842  2.29353  0.205
H  0.81353  -1.96340  -0.72365  0.247
H  1.30870  -3.50003  -0.06718  0.208
H  2.79718  -2.56684  2.44697  0.197
H  5.10027  -1.75533  2.73637  0.213
H  5.07879  -0.28251  -1.28303  0.236
H  2.77738  -1.08486  -1.57527  0.238
H  0.65847  0.24275  2.32972  0.221
H  -0.72578  1.06546  1.60658  0.223
H  -0.11804  0.15552  -1.49114  0.287
H  3.17573  2.50719  -0.68023  0.214
Te  2.70040  3.80188  -4.07396  -0.292
F  -0.15335  5.18677  -0.71326  -0.349
C  -0.71659  4.04711  -1.18521  0.772
F  -2.03102  4.28662  -1.21310  -0.325
F  -0.47816  3.11930  -0.23905  -0.352
S  -0.04848  3.58180  -2.90744  1.510
O  -1.65996  1.96180  -2.50428  -0.913
O  -0.86172  4.44535  -3.76540  -0.973
O  1.37402  4.42447  -2.61730  -1.010
C  -4.02803  0.71827  -2.81071  -0.605
C  -2.77861  0.05512  -3.36354  -0.490
C  -1.44631  0.85641  -3.23082  0.486
N  -0.38689  0.41372  -3.74247  -1.122
H  -4.90688  0.06999  -2.90985  0.152
H  -4.22784  1.65613  -3.32816  0.204
H  -3.89387  0.97594  -1.76055  0.206
H  -2.90343  -0.16902  -4.42900  0.187
H  -2.61463  -0.91246  -2.87039  0.165

=====

(2)
Below is 2 unconnected molecules or ions with the total composition C20H27ClF5NO8P2 at a distorted geometry, with properties calculated with ωB97M-V/def2-TZVPD.

Output
Total charge ... 0
Calculated total energy ... -83738.6458 eV
LUMO energy ... -0.01 eV
HOMO-LUMO gap ... 9.193 eV
Molecular weight ... 601.8 g/mol
SMILES ... CCC[C@@](N=C=O)(OC(=O)P(O)Cl)C(F)(F)c1cccc(C(F)(F)F)c1.CCOP(=O)(OCC)OCC
HOMO level ... -9.199 eV

Last column: natural (NBO) charge in e.
Element x y z (Å)
C  -5.22257  -5.52878  -3.42051  -0.613
C  -3.99137  -5.19935  -2.52907  -0.399
C  -3.33667  -3.87508  -2.99609  -0.459
C  -3.79828  -2.65047  -2.22231  0.390
N  -3.67669  -1.37626  -2.91261  -0.630
C  -2.87145  -1.28191  -3.82959  0.924
O  -2.03365  -1.18649  -4.62975  -0.450
O  -5.21431  -2.84410  -1.94280  -0.571
C  -6.06223  -1.94954  -2.54166  0.542
O  -6.50644  -2.10999  -3.62972  -0.502
P  -6.53124  -0.46126  -1.46050  0.993
O  -8.07210  -0.92187  -1.18838  -0.961
Cl  -6.55098  1.10433  -2.80011  -0.303
C  -3.14257  -2.52311  -0.81801  0.651
F  -3.28619  -3.67454  -0.12095  -0.325
F  -3.82493  -1.56973  -0.12719  -0.325
C  -1.68002  -2.13463  -0.83067  -0.047
C  -0.72276  -3.05332  -0.40433  -0.185
C  0.61808  -2.71085  -0.37935  -0.212
C  1.04376  -1.46142  -0.80251  -0.160
C  0.10208  -0.53579  -1.22147  -0.150
C  0.46301  0.84208  -1.70338  0.975
F  1.79178  1.00045  -1.75532  -0.320
F  -0.09005  1.82012  -0.98643  -0.314
F  0.02042  0.99963  -2.96965  -0.325
C  -1.24012  -0.87869  -1.21293  -0.193
H  -6.10486  -5.71081  -2.81070  0.215
H  -5.48442  -4.70086  -4.07861  0.212
H  -5.02914  -6.38696  -4.06236  0.205
H  -3.28519  -6.01488  -2.65497  0.210
H  -4.37511  -5.12394  -1.52060  0.230
H  -3.54967  -3.80117  -4.06084  0.232
H  -2.25490  -3.97286  -2.85912  0.224
H  -8.32358  -0.59506  -0.31773  0.505
H  -0.99664  -4.03998  -0.06087  0.235
H  1.36898  -3.40205  -0.02402  0.226
H  2.08808  -1.18468  -0.81469  0.235
H  -1.97665  -0.14769  -1.52114  0.242
C  4.95929  4.32901  0.02889  -0.638
C  5.89573  4.41849  1.21976  -0.068
O  5.19354  4.60119  2.44678  -0.801
P  4.34153  3.37310  3.06841  2.499
O  5.24153  2.21154  3.21334  -1.054
O  4.13122  3.92029  4.57628  -0.822
C  4.63334  3.20453  5.70353  -0.056
C  6.03220  3.65720  6.07220  -0.632
O  2.85489  3.86646  2.65214  -0.758
C  2.00630  3.08139  1.79442  -0.064
C  2.04870  1.59930  2.10225  -0.655
H  4.39254  3.39283  0.04918  0.194
H  5.52075  4.35346  -0.90545  0.221
H  4.24722  5.15464  0.03412  0.218
H  6.53032  3.53040  1.27867  0.188
H  6.54986  5.28289  1.10977  0.188
H  4.60188  2.13047  5.52313  0.186
H  3.94994  3.40782  6.52950  0.178
H  6.68080  3.69967  5.19786  0.220
H  6.47436  2.98479  6.80867  0.209
H  6.00561  4.66210  6.49676  0.206
H  2.26969  3.26540  0.74960  0.177
H  0.99378  3.45843  1.93350  0.196
H  3.04800  1.18477  1.93542  0.223
H  1.35222  1.06086  1.45877  0.222
H  1.78335  1.41048  3.14340  0.220

=====

(3)
Below is a molecular structure, C20H27CuN2O3PS at a distorted geometry, with properties calculated with ωB97M-V/def2-TZVPD.

Output
Total charge ... 0
Calculated total energy ... -95059.5281 eV
Relative energy (zero: lowest compared OMol25 entry of this formula, charge and spin) ... 44.0 kcal/mol
LUMO energy (alpha / beta) ... -0.14 / -0.25 eV
HOMO-LUMO gap (alpha / beta) ... 4.552 / 7.383 eV
Molecular weight ... 470.0 g/mol
HOMO level (alpha / beta) ... -4.694 / -7.629 eV
Multiplicity ... 2

Last column: Löwdin spin population.
Element x y z (Å)
C  1.09763  -4.55549  -0.71865  0.001
C  1.31178  -3.43276  -1.53006  0.000
C  1.03345  -2.13730  -1.04522  0.001
C  0.50738  -2.02632  0.23560  0.002
C  0.05280  -3.13523  0.92564  0.001
C  0.46598  -4.41260  0.52099  0.000
C  1.34008  -0.91025  -1.85221  0.001
C  0.79688  -0.91772  -3.29897  0.000
N  -0.61916  -1.07844  -3.46885  0.000
Cu  0.59333  -0.48719  1.35808  0.020
C  -0.83276  -2.91417  2.13352  0.001
P  -1.53325  -1.20604  2.11161  0.006
H  1.72192  -3.53301  -2.53884  0.000
H  0.26949  -5.25806  1.18434  0.000
H  1.38901  -5.54537  -1.07754  0.000
H  -0.26504  -3.01683  3.07015  0.001
H  -1.66730  -3.63205  2.16523  0.000
H  0.98582  -0.01027  -1.32590  0.000
H  2.43382  -0.79163  -1.93664  0.000
H  1.06834  0.04986  -3.76691  0.000
C  -2.61337  -1.05913  3.54948  0.001
C  -2.51842  -1.03832  0.60363  0.002
H  1.27659  -1.75140  -3.83925  0.000
C  -1.19976  -2.36062  -3.68917  0.000
C  -1.47378  0.06102  -3.60616  0.000
H  -0.78413  0.10908  2.23471  0.006
H  -1.43951  -2.53299  -4.75690  0.000
H  -0.50022  -3.13565  -3.35605  0.000
H  -2.14055  -2.43840  -3.12115  0.000
H  -1.62886  0.35578  -4.66381  0.000
H  -2.46518  -0.16706  -3.18947  0.000
H  -1.04452  0.92110  -3.07598  0.000
H  -3.47415  -1.57307  0.68799  0.000
H  -2.69665  0.02826  0.40429  0.000
H  -1.95459  -1.44659  -0.24032  0.000
H  -3.02451  -2.03594  3.84564  0.000
H  -2.02603  -0.65217  4.38587  0.000
H  -3.44233  -0.36883  3.33567  0.000
H  -0.76871  1.51438  2.16153  0.005
O  0.00036  3.46955  4.02959  0.024
S  -0.40404  3.81842  2.69274  0.032
O  -1.64328  4.49250  2.42466  0.012
N  -0.35917  2.36727  1.74011  0.061
C  0.72523  2.24844  0.93608  0.251
O  1.29408  1.15420  0.63195  0.139
C  1.31255  3.54501  0.69085  0.087
C  2.45057  3.78620  -0.09830  0.087
C  3.20964  4.91248  0.18226  0.013
C  2.84668  5.76323  1.24060  0.124
C  1.69221  5.53694  1.99868  -0.006
C  0.92497  4.42242  1.69994  0.119
H  2.71414  3.09786  -0.90141  0.006
H  4.11241  5.12076  -0.39288  -0.002
H  3.49542  6.59898  1.49099  0.008
H  1.39670  6.18717  2.81823  -0.003

=====

(4)
Below is a molecular structure, C20H27F4N3OOsSi, with properties calculated with ωB97M-V/def2-TZVPD.

Output
Total charge ... +2
Calculated total energy ... -48894.1294 eV
Relative energy (zero: lowest compared OMol25 entry of this formula, charge and spin) ... 3.2 kcal/mol
LUMO energy (alpha / beta) ... -5.89 / -8.57 eV
HOMO-LUMO gap (alpha / beta) ... 8.351 / 5.898 eV
Molecular weight ... 619.8 g/mol
HOMO level (alpha / beta) ... -14.244 / -14.471 eV
Multiplicity ... 5

Last column: Löwdin spin population.
Element x y z (Å)
Os  0.16877  0.39534  -0.75852  2.455
C  -2.11726  1.59139  0.90793  0.023
N  -1.49336  1.66612  -0.43950  0.035
C  -2.54737  1.48204  -1.47166  0.031
C  -0.88221  3.01552  -0.65750  0.009
C  0.31024  3.25821  0.25024  0.053
N  1.05851  2.01224  0.39546  0.477
C  2.13905  1.95032  1.19831  0.042
C  2.64891  0.67097  1.53168  0.094
F  1.98902  -0.40420  1.06093  0.061
C  3.73535  0.49066  2.34415  -0.005
F  4.14307  -0.74256  2.61353  -0.012
C  4.39387  1.58804  2.88562  0.150
C  3.92401  2.85662  2.59073  -0.009
F  4.53290  3.91755  3.08713  -0.015
C  2.82662  3.05024  1.77408  0.107
F  2.43962  4.29077  1.51288  0.037
H  -2.82491  2.41608  1.01841  0.003
H  -1.35390  1.65922  1.68031  0.003
H  -2.64282  0.64486  1.00389  0.001
H  -3.27736  2.29081  -1.39633  0.003
H  -3.04274  0.53086  -1.30604  0.002
H  -2.09837  1.50291  -2.46484  0.008
H  -1.64299  3.78452  -0.50542  -0.001
H  -0.57399  3.06060  -1.70437  0.003
H  0.00017  3.60220  1.24071  0.016
H  0.92118  4.05333  -0.17906  0.014
H  5.25329  1.45553  3.52949  0.007
C  -0.73014  -2.48826  -2.40082  0.067
Si  -0.74177  -1.97447  -0.60225  0.152
C  0.34279  -3.04346  0.47587  0.001
C  -2.44920  -1.85816  0.11241  0.032
C  -3.58460  -1.85870  -0.70816  0.013
C  -4.85756  -1.80277  -0.16161  0.000
C  -5.01726  -1.74107  1.21714  0.016
C  -3.90489  -1.74776  2.04923  -0.001
C  -2.63271  -1.80837  1.50162  0.013
H  -1.07101  -3.52533  -2.47409  0.011
H  0.26312  -2.43393  -2.84670  0.000
H  -1.39671  -1.87981  -3.01324  0.002
H  0.22046  -4.07877  0.14588  0.000
H  0.01920  -3.00160  1.51545  0.000
H  1.40324  -2.80745  0.45905  0.000
H  -3.48167  -1.93063  -1.78516  0.001
H  -5.72490  -1.82311  -0.80792  0.000
H  -6.01051  -1.70541  1.64423  0.001
H  -4.03149  -1.72015  3.12322  0.000
H  -1.77835  -1.81788  2.16799  0.000
C  3.14828  -2.13106  -1.51570  0.003
C  2.85560  -0.80319  -2.12923  0.012
N  3.68171  -0.32761  -3.04133  0.003
O  1.85455  -0.11312  -1.80335  0.083
H  3.88181  -2.68881  -2.09274  0.000
H  2.23077  -2.70829  -1.44097  0.000
H  3.53925  -1.97990  -0.50823  0.000
H  4.47886  -0.85939  -3.35136  0.000
H  3.50585  0.56826  -3.47148  0.000